--- A ---
Here is C47H57AsCsF6N8O3SSi2Te as an isolated structure from the OMol25 dataset. Energies are from ωB97M-V/def2-TZVPD.

Last column: Löwdin charge in e.
Geometry (Å):
1 Cs 0.527 0.247 -1.043  0.758
2 C 0.147 0.704 4.412  -0.165
3 N 0.498 -0.428 3.582  -0.042
4 C -0.018 -1.680 4.086  -0.167
5 C 0.132 -2.763 3.068  -0.304
6 N 0.099 -2.590 1.780  0.185
7 C 0.245 -3.869 1.247  -0.210
8 C 0.307 -4.270 -0.082  0.022
9 C 0.479 -5.617 -0.346  -0.075
10 C 0.577 -6.554 0.693  -0.102
11 C 0.517 -6.170 2.019  -0.032
12 C 0.354 -4.815 2.270  -0.194
13 N 0.278 -4.073 3.437  0.158
14 C 0.042 1.953 3.594  -0.315
15 N -0.120 1.994 2.305  0.174
16 C -0.223 3.351 1.998  -0.228
17 C -0.406 3.983 0.772  -0.050
18 C -0.475 5.363 0.760  -0.080
19 C -0.358 6.111 1.939  -0.096
20 C -0.172 5.501 3.165  -0.036
21 C -0.111 4.114 3.164  -0.196
22 N 0.060 3.189 4.180  0.155
23 H 0.890 0.847 5.205  0.121
24 H -0.827 0.551 4.911  0.116
25 H 0.192 -0.265 2.628  0.077
26 H -1.086 -1.618 4.357  0.112
27 H 0.520 -1.963 4.998  0.123
28 H 0.243 -3.535 -0.872  0.095
29 H 0.552 -5.950 -1.374  0.085
30 H 0.712 -7.602 0.453  0.092
31 H 0.602 -6.895 2.819  0.104
32 H 0.363 -4.416 4.376  0.156
33 H -0.473 3.418 -0.146  0.063
34 H -0.607 5.877 -0.182  0.099
35 H -0.408 7.191 1.887  0.096
36 H -0.077 6.079 4.076  0.100
37 H 0.227 3.386 5.149  0.154
38 F 4.261 -5.470 -3.907  0.048
39 C 2.909 -5.443 -3.995  -0.184
40 C 2.266 -4.293 -3.639  0.085
41 C 0.875 -4.217 -3.671  -0.067
42 C 0.216 -2.978 -3.183  -0.343
43 O 0.921 -2.088 -2.704  -0.156
44 C -1.229 -3.001 -3.259  -0.019
45 C -1.840 -4.131 -3.695  0.033
46 N -1.228 -5.284 -4.077  0.007
47 C -2.009 -6.430 -4.453  -0.267
48 C -3.231 -6.756 -3.654  -0.082
49 C -2.011 -7.623 -3.540  -0.098
50 C 0.156 -5.341 -4.085  -0.145
51 C 0.832 -6.497 -4.477  0.050
52 C 2.218 -6.592 -4.419  -0.147
53 N 2.824 -7.805 -4.782  -0.084
54 C 2.336 -9.028 -4.163  -0.160
55 C 3.130 -9.384 -2.916  -0.198
56 N 4.580 -9.487 -3.239  -0.049
57 C 5.111 -8.273 -3.924  -0.191
58 C 4.233 -7.911 -5.116  -0.158
59 C -2.185 -1.897 -2.787  -0.645
60 O -3.388 -2.221 -2.727  -0.050
61 O -1.676 -0.793 -2.498  -0.217
62 H 2.824 -3.431 -3.295  0.138
63 H -2.921 -4.136 -3.710  0.134
64 H -2.045 -6.621 -5.520  0.152
65 H -4.087 -7.132 -4.196  0.104
66 H -3.472 -6.119 -2.815  0.111
67 H -2.022 -8.608 -3.988  0.101
68 H -1.431 -7.535 -2.631  0.105
69 H 0.278 -7.346 -4.846  0.111
70 H 2.407 -9.843 -4.889  0.114
71 H 1.291 -8.917 -3.885  0.111
72 H 2.833 -10.355 -2.509  0.085
73 H 3.016 -8.618 -2.150  0.119
74 H 4.747 -10.349 -3.837  0.035
75 H 5.136 -9.688 -2.360  0.040
76 H 6.128 -8.515 -4.241  0.094
77 H 5.140 -7.471 -3.192  0.108
78 H 4.324 -8.698 -5.871  0.115
79 H 4.585 -6.986 -5.561  0.128
80 C -5.485 0.240 -2.295  -0.208
81 Si -4.445 1.670 -1.685  0.204
82 C -5.556 3.068 -1.080  -0.241
83 C -3.336 2.250 -3.078  -0.228
84 As -2.969 1.173 0.068  0.829
85 Si -4.093 -0.384 1.378  0.193
86 C -3.361 -0.129 3.098  -0.246
87 C -3.636 -2.089 0.752  -0.207
88 C -5.958 -0.175 1.502  -0.223
89 H -5.921 0.486 -3.268  0.030
90 H -6.301 -0.002 -1.612  0.007
91 H -4.853 -0.644 -2.423  0.002
92 H -6.203 3.443 -1.878  0.023
93 H -4.959 3.900 -0.701  0.019
94 H -6.191 2.714 -0.265  0.010
95 H -3.918 2.540 -3.957  0.028
96 H -2.682 1.418 -3.352  0.011
97 H -2.709 3.094 -2.781  0.023
98 H -2.271 -0.163 3.015  -0.010
99 H -3.691 -0.887 3.814  0.027
100 H -3.623 0.858 3.488  0.027
101 H -2.559 -2.236 0.880  0.011
102 H -3.846 -2.182 -0.318  0.012
103 H -4.159 -2.886 1.288  0.029
104 H -6.201 0.824 1.870  0.022
105 H -6.387 -0.906 2.193  0.024
106 H -6.439 -0.300 0.532  0.003
107 F 3.064 8.345 -3.186  0.093
108 C 2.958 7.114 -2.663  -0.159
109 C 1.757 6.430 -2.697  -0.159
110 F 0.682 7.005 -3.258  0.097
111 C 1.666 5.163 -2.156  -0.256
112 F 0.462 4.565 -2.240  0.048
113 C 2.736 4.494 -1.545  -0.613
114 S 2.587 2.916 -0.859  0.462
115 C 3.932 5.227 -1.546  -0.258
116 F 5.038 4.701 -1.003  0.063
117 C 4.049 6.495 -2.082  -0.157
118 F 5.226 7.139 -2.042  0.096
119 C 4.496 2.116 -4.009  -0.481
120 Te 3.267 0.386 -4.072  1.052
121 C 1.517 1.618 -4.202  -0.479
122 H 4.280 2.742 -4.872  0.001
123 H 5.542 1.816 -4.025  -0.009
124 H 4.273 2.637 -3.079  -0.051
125 H 1.455 1.903 -5.249  -0.009
126 H 1.703 2.474 -3.555  -0.043
127 H 0.584 1.140 -3.903  -0.029

Summary:
frontier orbital gap (spin up / spin down): 0.136 / 0.219 hartree
2S+1: 1
highest occupied orbital energy (spin up / spin down): -2.28 / -4.30 eV
charge: -1
lowest unoccupied orbital energy (spin up / spin down): 1.41 / 1.66 eV

--- B ---
Here is C47H57AsCsF6N8O3SSi2Te as an isolated structure from the OMol25 dataset. Energies are from ωB97M-V/def2-TZVPD.

Last column: Löwdin charge in e.
Geometry (Å):
1 Cs -0.491 -0.665 1.232  1.021
2 C -1.465 -1.393 -2.601  -0.159
3 N -1.085 0.000 -2.442  -0.035
4 C 0.261 0.330 -2.858  -0.155
5 C 1.356 -0.563 -2.335  -0.331
6 N 1.284 -1.316 -1.270  0.093
7 C 2.536 -1.908 -1.154  -0.224
8 C 3.028 -2.762 -0.168  -0.007
9 C 4.344 -3.179 -0.294  -0.106
10 C 5.150 -2.767 -1.365  -0.120
11 C 4.671 -1.913 -2.343  -0.046
12 C 3.354 -1.492 -2.213  -0.216
13 N 2.564 -0.650 -2.967  0.132
14 C -2.765 -1.656 -1.917  -0.301
15 N -3.016 -1.354 -0.675  0.132
16 C -4.340 -1.720 -0.471  -0.211
17 C -5.122 -1.615 0.674  -0.003
18 C -6.431 -2.056 0.606  -0.092
19 C -6.957 -2.597 -0.576  -0.109
20 C -6.189 -2.714 -1.722  -0.034
21 C -4.876 -2.266 -1.643  -0.195
22 N -3.841 -2.214 -2.554  0.160
23 H -0.720 -2.086 -2.192  0.109
24 H -1.575 -1.612 -3.670  0.121
25 H -1.308 0.363 -1.524  0.030
26 H 0.488 1.352 -2.537  0.084
27 H 0.321 0.335 -3.952  0.122
28 H 2.399 -3.054 0.665  0.081
29 H 4.763 -3.843 0.453  0.090
30 H 6.176 -3.111 -1.419  0.090
31 H 5.299 -1.569 -3.155  0.107
32 H 2.908 0.067 -3.593  0.061
33 H -4.694 -1.201 1.578  0.066
34 H -7.064 -1.983 1.481  0.096
35 H -7.988 -2.929 -0.593  0.092
36 H -6.599 -3.132 -2.633  0.101
37 H -3.868 -2.482 -3.521  0.155
38 F 3.050 4.314 4.500  0.044
39 C 3.274 2.976 4.597  -0.197
40 C 2.221 2.136 4.422  0.085
41 C 2.435 0.760 4.445  -0.032
42 C 1.310 -0.103 4.023  -0.340
43 O 0.254 0.429 3.687  -0.185
44 C 1.619 -1.512 3.917  -0.037
45 C 2.855 -1.930 4.267  0.043
46 N 3.882 -1.118 4.697  -0.006
47 C 5.167 -1.697 4.973  -0.278
48 C 5.222 -2.877 5.892  -0.090
49 C 5.738 -1.544 6.351  -0.100
50 C 3.710 0.253 4.700  -0.116
51 C 4.785 1.151 4.852  0.078
52 C 4.584 2.516 4.771  -0.167
53 N 5.733 3.372 4.658  -0.095
54 C 6.120 3.696 3.294  -0.140
55 C 5.458 4.968 2.780  -0.084
56 N 5.777 6.092 3.747  0.070
57 C 5.391 5.800 5.171  -0.094
58 C 5.993 4.456 5.576  -0.143
59 C 0.587 -2.487 3.313  -0.825
60 O -0.477 -2.608 3.934  -0.063
61 O 0.925 -2.961 2.206  -0.163
62 H 1.238 2.512 4.178  0.134
63 H 3.130 -2.972 4.168  0.149
64 H 5.860 -1.684 4.138  0.155
65 H 5.929 -3.659 5.657  0.103
66 H 4.284 -3.215 6.310  0.109
67 H 6.805 -1.400 6.443  0.100
68 H 5.133 -1.000 7.064  0.110
69 H 5.798 0.792 4.962  0.120
70 H 5.831 2.883 2.633  0.107
71 H 7.212 3.793 3.222  0.134
72 H 4.376 4.877 2.701  0.119
73 H 5.866 5.262 1.816  0.113
74 H 5.318 6.947 3.436  0.182
75 H 6.783 6.258 3.695  0.175
76 H 4.310 5.766 5.188  0.116
77 H 5.747 6.623 5.790  0.131
78 H 5.650 4.202 6.578  0.139
79 H 7.085 4.577 5.634  0.125
80 C 2.247 5.392 -0.834  -0.236
81 Si 2.739 4.689 -2.518  0.067
82 C 3.966 5.956 -3.219  -0.262
83 C 1.184 4.783 -3.575  -0.257
84 As 3.518 2.525 -2.587  0.627
85 Si 4.492 2.446 -0.528  0.076
86 C 5.305 0.779 -0.185  -0.238
87 C 3.446 2.752 1.035  -0.213
88 C 5.951 3.674 -0.361  -0.251
89 H 1.745 6.354 -0.990  0.026
90 H 3.117 5.571 -0.191  -0.001
91 H 1.558 4.716 -0.324  -0.007
92 H 3.558 6.974 -3.199  0.012
93 H 4.222 5.705 -4.251  0.010
94 H 4.895 5.941 -2.642  -0.002
95 H 0.880 5.820 -3.757  0.017
96 H 0.370 4.269 -3.056  0.015
97 H 1.331 4.294 -4.542  0.011
98 H 4.557 -0.009 -0.058  0.015
99 H 5.900 0.822 0.737  0.013
100 H 5.967 0.474 -0.997  0.018
101 H 2.495 2.215 1.109  0.026
102 H 3.185 3.808 1.148  -0.008
103 H 4.022 2.433 1.913  0.001
104 H 6.617 3.539 -1.216  0.018
105 H 6.553 3.506 0.544  -0.006
106 H 5.599 4.712 -0.386  -0.001
107 F -2.195 7.225 3.704  0.084
108 C -1.862 6.186 2.914  -0.160
109 C -2.759 5.677 1.993  -0.156
110 F -3.982 6.226 1.900  0.095
111 C -2.404 4.617 1.180  -0.261
112 F -3.337 4.174 0.327  0.067
113 C -1.149 3.990 1.228  -0.631
114 S -0.701 2.662 0.222  0.495
115 C -0.280 4.545 2.181  -0.255
116 F 0.954 4.035 2.343  0.040
117 C -0.613 5.605 2.999  -0.154
118 F 0.283 6.084 3.889  0.077
119 C -4.993 -0.372 4.168  -0.490
120 Te -2.862 -0.168 4.018  1.193
121 C -2.950 1.928 3.640  -0.451
122 H -5.359 0.053 5.100  -0.014
123 H -5.226 -1.436 4.142  -0.011
124 H -5.480 0.122 3.329  -0.010
125 H -3.412 2.460 4.469  0.000
126 H -3.482 2.122 2.711  0.006
127 H -1.914 2.252 3.524  -0.019

Summary:
frontier orbital gap: 0.135 hartree
2S+1: 1
highest occupied orbital energy: -3.19 eV
charge: -1
lowest unoccupied orbital energy: 0.48 eV

Which structure is the most stable? The one labeled B.

--- A ---
Here is an isolated ion of composition C3H8OS2 and charge +1 from the OMol25 dataset. Energies are from ωB97M-V/def2-TZVPD.

Last column: Mulliken spin population.
Geometry (Å):
1 C -0.426 0.428 0.134  0.012
2 C 0.453 1.554 -0.380  0.007
3 O 1.809 1.145 -0.207  0.002
4 C -0.184 -0.769 -0.793  0.000
5 S -0.395 -2.419 0.050  0.624
6 S -1.754 -2.468 1.503  0.285
7 H -1.483 0.676 0.077  -0.002
8 H -0.060 0.166 1.132  -0.002
9 H 0.270 1.689 -1.450  0.001
10 H 0.370 2.538 0.049  0.002
11 H 2.409 1.829 0.142  -0.001
12 H 0.828 -0.783 -1.193  0.017
13 H -0.811 -0.822 -1.678  0.024
14 H -1.026 -2.763 2.614  0.031

Summary:
frontier orbital gap (spin up / spin down): 0.351 / 0.208 hartree
2S+1: 2
highest occupied orbital energy (spin up / spin down): -14.13 / -14.12 eV
charge: +1
lowest unoccupied orbital energy (spin up / spin down): -4.58 / -8.45 eV

--- B ---
Here is a 2-piece molecular cluster, C3H8OS2 overall from the OMol25 dataset. Energies are from ωB97M-V/def2-TZVPD.

Last column: Mulliken spin population.
Geometry (Å):
1 C -0.859 1.422 -0.267  -0.019
2 S -1.536 -0.244 -0.505  0.585
3 S -1.435 -1.059 1.331  0.356
4 H 0.150 1.467 -0.674  0.032
5 H -0.832 1.667 0.785  -0.001
6 H -1.518 2.091 -0.823  0.013
7 H -1.502 0.123 1.970  0.004
8 C 2.140 -0.731 -1.141  0.004
9 C 2.670 0.439 -0.800  0.014
10 O 2.436 1.160 0.328  0.014
11 H 2.386 -1.138 -2.103  -0.001
12 H 1.586 -1.308 -0.448  0.000
13 H 3.326 0.964 -1.466  0.002
14 H 2.040 0.582 0.992  -0.003

Summary:
frontier orbital gap (spin up / spin down): 0.292 / 0.166 hartree
2S+1: 2
highest occupied orbital energy (spin up / spin down): -12.85 / -12.76 eV
charge: +1
lowest unoccupied orbital energy (spin up / spin down): -4.92 / -8.23 eV

Which structure is the most stable? The one labeled A.

--- A ---
Here is C3H13N2O as an isolated structure from the OMol25 dataset. Energies are from ωB97M-V/def2-TZVPD.

Last column: Löwdin charge in e.
Geometry (Å):
1 N -2.394 -0.152 1.969  0.145
2 C 0.703 -0.427 0.492  -0.030
3 C 1.890 -1.110 1.143  -0.035
4 C 0.827 0.534 -0.423  -0.074
5 N 2.032 0.462 -1.214  0.140
6 H -3.254 -0.621 2.217  0.053
7 H -2.326 0.727 2.455  0.052
8 H -2.359 -0.147 0.882  -0.021
9 H -0.257 -0.505 1.047  0.086
10 H 2.678 -0.318 1.265  0.103
11 H 1.708 -1.492 2.162  0.096
12 H 2.311 -1.979 0.549  0.130
13 H -0.026 1.237 -0.676  0.139
14 H -1.491 2.477 -7.323  0.003
15 H 2.922 0.639 -0.705  0.131
16 H 2.054 1.108 -2.048  0.141
17 H -2.628 -0.257 -1.179  0.074
18 H -1.908 2.075 -6.770  -0.003
19 O -1.926 0.113 -0.554  -0.129

Summary:
frontier orbital gap: 0.164 hartree
2S+1: 1
highest occupied orbital energy: -13.44 eV
charge: +1
lowest unoccupied orbital energy: -8.98 eV

--- B ---
Here is a 2-piece molecular cluster, C3H13N2O overall from the OMol25 dataset. Energies are from ωB97M-V/def2-TZVPD.

Last column: Löwdin charge in e.
Geometry (Å):
1 C 1.191 0.739 -0.727  -0.246
2 N 2.329 0.350 0.066  0.016
3 C 0.290 -0.489 -0.962  -0.100
4 N -0.008 -1.187 0.366  0.014
5 C -0.399 -0.280 1.475  -0.005
6 H 1.468 1.068 -1.733  0.126
7 H 0.613 1.517 -0.238  0.118
8 H 3.161 0.018 -0.377  0.084
9 H 2.615 1.035 0.740  0.083
10 H 0.800 -1.225 -1.574  0.132
11 H -0.681 -0.197 -1.354  0.113
12 H -0.772 -1.809 0.130  0.174
13 H 0.836 -1.683 0.605  0.159
14 H -1.172 0.365 1.063  0.074
15 H 0.437 0.317 1.810  0.092
16 H -0.844 -0.851 2.284  0.111
17 H -3.687 1.121 0.011  0.049
18 H -3.231 0.556 -1.250  0.054
19 O -2.946 0.632 -0.333  -0.047

Summary:
frontier orbital gap: 0.394 hartree
2S+1: 1
highest occupied orbital energy: -13.62 eV
charge: +1
lowest unoccupied orbital energy: -2.89 eV

Which structure is the most stable? The one labeled B.